# 1
19
Properties=species:S:1:pos:R:3:forces:R:3 method="wB97M-V/def2-TZVPD" orbital_gap_ev=12.33 spin_multiplicity=1 mol_weight_g_mol=74.2 energy_ha=-198.8558 smiles=CCC.CC lumo_energy_ev=1.11 max_force_ev_per_a=2.39 total_charge=0 relative_energy_ev=0.908 homo_ev=-11.21
C 1.67804 0.29384 -2.84439 0.70 0.20 0.00
C 2.02247 -0.83042 -1.84502 0.74 0.02 -0.45
H 2.53245 0.68481 -3.40090 0.22 -0.34 0.02
H 0.94656 0.03666 -3.60631 -0.29 -0.03 0.26
H 1.37344 1.15655 -2.24995 -0.50 -0.01 -0.31
H 1.61262 -1.81443 -2.06705 -0.77 0.25 0.15
H 3.08293 -1.10102 -1.78993 0.10 0.62 -0.10
H 1.74654 -0.42703 -0.88004 -0.10 -0.72 0.38
C -1.82676 0.04889 1.31852 1.05 -0.78 -1.49
C -1.97632 0.87391 2.56621 -1.91 -0.70 1.25
C -0.38410 -0.42668 1.09220 0.52 2.05 0.30
H -2.39818 -0.88660 1.32476 -0.35 0.37 0.29
H -2.11170 0.54212 0.38744 -0.36 0.41 0.30
H -1.19939 0.74048 3.31733 0.36 0.12 -0.32
H 0.31071 0.41442 1.29084 -0.26 -0.23 0.78
H -0.20803 -1.22382 1.80993 0.66 -0.34 -0.60
H -0.09277 -0.49468 0.04600 -0.55 -1.45 -0.07
H -2.22942 1.91685 2.44664 0.50 0.40 -0.39
H -2.87911 0.49616 3.08371 0.23 0.16 0.00

***

# 2
19
Properties=species:S:1:pos:R:3:forces:R:3 method="wB97M-V/def2-TZVPD" orbital_gap_ev=12.26 spin_multiplicity=1 mol_weight_g_mol=74.2 energy_ha=-198.8836 smiles=CCC.CC lumo_energy_ev=1.11 max_force_ev_per_a=1.01 total_charge=0 relative_energy_ev=0.151 homo_ev=-11.16
C -0.42539 -1.84658 -0.91989 0.96 -0.30 0.08
C -1.71703 -2.42621 -1.44910 -0.49 -0.39 0.39
H 0.22284 -2.65671 -0.58503 -0.03 -0.26 0.05
H 0.20265 -1.33160 -1.65105 -0.39 0.19 -0.14
H -0.50812 -1.21974 -0.03677 -0.42 0.25 -0.08
H -2.41773 -1.72421 -1.89755 0.23 0.23 -0.11
H -2.26517 -2.88920 -0.62132 0.03 0.02 -0.05
H -1.53311 -3.23536 -2.15671 0.06 0.15 -0.15
C 0.88918 1.43202 0.27261 -0.02 0.00 -0.57
C 1.63527 0.82776 1.45178 0.16 0.14 -0.35
C -0.19832 2.39993 0.70464 0.11 0.58 -0.23
H 1.58584 1.89001 -0.43551 0.16 0.43 0.34
H 0.45765 0.67293 -0.38057 -0.20 -0.29 0.39
H 0.94200 0.34198 2.13912 0.12 -0.24 -0.04
H 2.15500 1.60048 2.01277 -0.03 0.22 0.12
H -0.91718 1.92253 1.36603 -0.09 -0.09 0.06
H 0.21509 3.26612 1.23041 0.07 -0.15 0.13
H 2.41614 0.15043 1.10082 -0.20 -0.26 0.17
H -0.73960 2.82541 -0.14468 -0.04 -0.21 -0.02

***

# 3
19
Properties=species:S:1:pos:R:3:forces:R:3 method="wB97M-V/def2-TZVPD" orbital_gap_ev=12.61 spin_multiplicity=1 mol_weight_g_mol=74.2 energy_ha=-198.8827 smiles=CCC.CC lumo_energy_ev=1.14 max_force_ev_per_a=0.65 total_charge=0 relative_energy_ev=0.176 homo_ev=-11.48
C -0.46779 -2.49688 -0.50786 -0.06 -0.29 0.20
C -1.90187 -2.39780 0.03345 -0.01 0.23 0.09
H -0.41503 -3.22199 -1.32430 0.15 0.10 0.11
H -0.03897 -1.55710 -0.85004 -0.27 0.09 -0.13
H 0.18413 -2.83276 0.29632 0.18 -0.14 -0.09
H -2.23697 -1.36509 0.13003 0.07 0.03 0.14
H -1.98575 -2.87780 1.01314 -0.02 0.13 -0.12
H -2.62634 -2.87902 -0.61310 -0.06 -0.14 -0.20
C 0.48817 1.73557 0.64207 0.51 0.25 -0.33
C 0.33791 2.66071 -0.55587 -0.06 -0.01 -0.61
C 1.59585 0.69698 0.44154 -0.17 -0.07 0.40
H 0.78791 2.35326 1.48728 -0.23 -0.02 0.28
H -0.46133 1.27061 0.88738 -0.12 -0.18 0.01
H 0.23939 2.10987 -1.49772 0.00 -0.16 0.14
H 2.57836 1.15992 0.52014 0.07 0.06 0.04
H 1.22183 3.28702 -0.67964 0.03 0.09 0.08
H -0.53854 3.30949 -0.51351 0.06 0.05 0.26
H 1.51996 -0.07496 1.21352 0.16 0.04 -0.09
H 1.56796 0.20222 -0.52428 -0.23 -0.04 -0.20

***

# 4
19
Properties=species:S:1:pos:R:3:forces:R:3 method="wB97M-V/def2-TZVPD" orbital_gap_ev="12.40 / 3.70" spin_multiplicity=2 mol_weight_g_mol=74.2 energy_ha=-198.4628 lumo_energy_ev="-2.91 / -11.06" max_force_ev_per_a=2.43 total_charge=+1 s2=0.7531 relative_energy_ev=0.659 homo_ev="-15.31 / -14.76"
C 0.84366 -2.17790 0.51879 -0.28 -0.05 -1.58
C 1.53440 -1.99949 1.83285 0.10 0.46 0.21
H 1.42990 -2.75026 -0.22321 0.06 -0.10 0.53
H -0.12944 -2.66518 0.54545 -0.10 0.12 0.28
H 0.70987 -1.25267 -0.10257 0.08 0.06 0.49
H 2.59286 -1.81169 1.65095 0.06 -0.38 0.31
H 1.32294 -2.87724 2.45215 0.46 -0.03 -0.02
H 1.21270 -1.15584 2.46753 -0.30 -0.08 -0.37
C -0.59439 1.26044 -0.24787 1.53 -1.27 1.41
C -0.18948 0.65556 -1.54454 -0.97 -0.40 0.05
C -1.67481 2.37771 -0.55744 -1.40 0.24 -1.62
H -1.04247 0.57209 0.46851 0.03 -0.22 -0.31
H 0.25770 1.70831 0.28347 -0.39 0.63 -0.10
H -0.63582 -0.31663 -1.74615 -0.40 0.22 -0.07
H -2.12586 2.61333 0.41233 0.67 0.20 0.38
H -1.30898 3.20139 -1.16077 0.19 0.21 0.43
H 0.93557 0.52699 -1.57331 0.05 0.57 0.33
H -0.33795 1.32080 -2.41377 0.39 -0.13 -0.34
H -2.47791 1.90269 -1.13202 0.25 -0.06 -0.02

***

# 5
19
Properties=species:S:1:pos:R:3:forces:R:3 method="wB97M-V/def2-TZVPD" orbital_gap_ev="11.30 / 3.83" spin_multiplicity=2 mol_weight_g_mol=74.2 energy_ha=-198.4652 lumo_energy_ev="-3.34 / -10.80" max_force_ev_per_a=2.76 total_charge=+1 s2=0.7529 relative_energy_ev=0.593 homo_ev="-14.64 / -14.64"
C 0.42898 -0.77932 -3.17339 -0.43 0.21 0.68
C -0.02914 0.61846 -2.75390 0.59 0.32 0.35
H -0.23138 -1.17966 -3.94347 -0.11 -0.31 0.39
H 1.43284 -0.89409 -3.55777 0.34 0.54 -0.06
H 0.42021 -1.31561 -2.21606 -0.28 -0.78 -0.57
H 0.51598 0.91445 -1.82927 -0.12 0.08 -0.67
H 0.15630 1.38390 -3.50893 -0.15 0.00 0.10
H -1.08870 0.62070 -2.46908 0.14 -0.03 -0.30
C 0.01491 -0.40983 1.85916 -0.30 2.07 1.80
C -0.66720 -0.22163 3.18736 0.17 -0.70 -1.21
C 0.25660 0.79638 1.11121 0.81 0.94 -1.58
H 0.93403 -1.07407 1.94256 -0.13 -0.33 -0.41
H -0.55739 -1.21518 1.29576 0.29 -0.50 -0.24
H -0.19991 -0.94989 3.85228 -0.51 -0.01 0.54
H -0.58700 1.50569 1.05888 -0.15 -0.08 0.49
H 1.04488 1.48605 1.55371 -0.41 -0.44 0.22
H 0.63508 0.69692 0.09090 0.01 -0.49 0.11
H -0.82700 0.78714 3.57175 0.56 0.00 -0.18
H -1.69978 -0.55589 2.97663 -0.34 -0.47 0.54

***

# 6
19
Properties=species:S:1:pos:R:3:forces:R:3 method="wB97M-V/def2-TZVPD" orbital_gap_ev="12.26 / 4.42" spin_multiplicity=2 mol_weight_g_mol=74.2 energy_ha=-198.4288 lumo_energy_ev="-3.04 / -10.55" max_force_ev_per_a=4.37 total_charge=+1 s2=0.7526 relative_energy_ev=1.584 homo_ev="-15.30 / -14.98"
C 0.19021 1.13568 -0.22810 1.65 0.41 -1.57
C 1.53086 0.66184 -0.85490 -1.15 -1.51 0.14
C 0.26352 2.59792 0.12485 -2.97 -0.75 -1.73
H -0.63502 1.03804 -1.02406 -0.36 -0.04 1.12
H -0.09649 0.34899 0.53662 -0.20 0.23 -0.45
H 1.82578 -0.35817 -0.53102 -0.25 0.50 -0.41
H 1.19804 2.84307 0.36380 3.96 0.63 1.72
H 0.15505 3.37587 -0.66390 -0.78 -0.52 -0.07
H -0.49191 2.79711 0.86704 -0.59 0.26 0.33
H 1.25282 0.57598 -1.98393 0.30 0.16 1.24
H 2.36412 1.31070 -0.70323 0.40 0.61 -0.13
C -0.83246 -2.11044 -0.21539 -1.63 -2.67 -1.88
C -1.02657 -1.92470 1.23882 0.11 -0.86 1.84
H -1.54395 -2.73717 -0.83228 -0.32 0.22 1.24
H -1.03146 -1.21060 -0.77626 0.84 0.66 -0.32
H 0.02975 -2.75560 -0.47342 0.35 1.26 0.25
H -1.90115 -1.53841 1.72580 -0.99 1.38 -1.09
H -0.17553 -1.26138 1.45875 0.17 -0.08 1.08
H -1.07562 -2.78873 1.97082 1.47 0.13 -1.31

***

Please write out number 1 again, unchanged.
19
Properties=species:S:1:pos:R:3:forces:R:3 method="wB97M-V/def2-TZVPD" orbital_gap_ev=12.33 spin_multiplicity=1 mol_weight_g_mol=74.2 energy_ha=-198.8558 smiles=CCC.CC lumo_energy_ev=1.11 max_force_ev_per_a=2.39 total_charge=0 relative_energy_ev=0.908 homo_ev=-11.21
C 1.67804 0.29384 -2.84439 0.70 0.20 0.00
C 2.02247 -0.83042 -1.84502 0.74 0.02 -0.45
H 2.53245 0.68481 -3.40090 0.22 -0.34 0.02
H 0.94656 0.03666 -3.60631 -0.29 -0.03 0.26
H 1.37344 1.15655 -2.24995 -0.50 -0.01 -0.31
H 1.61262 -1.81443 -2.06705 -0.77 0.25 0.15
H 3.08293 -1.10102 -1.78993 0.10 0.62 -0.10
H 1.74654 -0.42703 -0.88004 -0.10 -0.72 0.38
C -1.82676 0.04889 1.31852 1.05 -0.78 -1.49
C -1.97632 0.87391 2.56621 -1.91 -0.70 1.25
C -0.38410 -0.42668 1.09220 0.52 2.05 0.30
H -2.39818 -0.88660 1.32476 -0.35 0.37 0.29
H -2.11170 0.54212 0.38744 -0.36 0.41 0.30
H -1.19939 0.74048 3.31733 0.36 0.12 -0.32
H 0.31071 0.41442 1.29084 -0.26 -0.23 0.78
H -0.20803 -1.22382 1.80993 0.66 -0.34 -0.60
H -0.09277 -0.49468 0.04600 -0.55 -1.45 -0.07
H -2.22942 1.91685 2.44664 0.50 0.40 -0.39
H -2.87911 0.49616 3.08371 0.23 0.16 0.00